No. 1
{"formula": "C9H22AlBr3Cl3CsF4N7O9S2", "method": "ωB97M-V/def2-TZVPD", "elements": ["N", "C", "N", "C", "C", "N", "S", "H", "H", "H", "H", "H", "H", "H", "H", "F", "O", "H", "H", "Cs", "C", "F", "F", "F", "S", "O", "O", "O", "C", "Cl", "Cl", "Cl", "H", "C", "N", "O", "O", "H", "H", "H", "C", "N", "O", "O", "H", "H", "H", "Al", "C", "O", "N", "N", "H", "H", "H", "H", "C", "Br", "Br", "Br", "H"], "xyz": [[-0.62797, 1.46395, -0.65195], [-1.50439, 2.31309, -0.93912], [-1.37875, 3.53095, -1.52557], [-2.13093, 4.40060, -0.60954], [-3.06200, 3.42440, 0.21095], [-2.92316, 2.19469, -0.62729], [-3.93229, 2.20687, -2.09979], [-0.90799, 0.63085, -0.02902], [0.30990, 1.43401, -1.04170], [-0.42327, 3.88779, -1.58335], [-2.53084, 5.33880, -1.04854], [-1.43712, 4.77993, 0.13978], [-2.48716, 3.18082, 1.10761], [-4.08059, 3.76711, 0.44051], [-5.20404, 2.42586, -1.65002], [-1.81536, -0.52145, -0.51067], [1.21755, 3.62396, -2.99755], [1.37500, 4.11800, -3.81044], [1.38492, 2.70229, -3.23632], [-4.57856, 1.24004, 0.42496], [1.66792, -2.11686, -2.91436], [1.84485, -2.36172, -4.21473], [0.41450, -2.33435, -2.59360], [2.43328, -2.94201, -2.21532], [2.13740, -0.38252, -2.58119], [1.25279, 0.42531, -3.39052], [3.51982, -0.28109, -2.98093], [1.93267, -0.18819, -1.16082], [0.57468, 7.26790, -4.84320], [0.08176, 6.41845, -3.34831], [1.70758, 6.26808, -5.73337], [-0.82974, 7.66719, -5.81143], [1.06968, 8.18417, -4.55343], [-0.09109, 0.40575, 4.83442], [-1.41750, -0.26609, 4.70329], [-1.50333, -1.19152, 3.91987], [-2.32197, 0.16111, 5.38766], [0.60613, -0.08290, 4.16884], [-0.23496, 1.44949, 4.57106], [0.22606, 0.30943, 5.86600], [0.55990, -3.64502, 6.19533], [1.84144, -2.94167, 5.93132], [1.79268, -1.74542, 5.70652], [2.84826, -3.59913, 5.95362], [-0.24954, -2.92538, 6.13992], [0.45020, -4.41530, 5.43781], [0.62670, -4.08069, 7.18717], [-3.90476, 6.89850, -0.78963], [4.27636, -4.85183, -6.06574], [4.45182, -3.73170, -6.58765], [3.48606, -4.93891, -4.96179], [4.85647, -5.95566, -6.56829], [3.29887, -5.79691, -4.46765], [3.07901, -4.07786, -4.63233], [5.43643, -5.84548, -7.38529], [4.74800, -6.87393, -6.17084], [-3.25182, -4.88704, 7.52037], [-4.36049, -4.52788, 9.02167], [-2.82440, -3.25388, 6.60382], [-1.68634, -5.85132, 8.02628], [-3.80828, -5.50567, 6.83255]], "lowdin_charge": [0.3077, -0.4213, 0.1003, -0.2127, -0.3303, -0.9071, 0.7814, 0.1153, 0.1261, 0.1160, -0.1138, 0.1366, 0.1336, 0.0732, -0.1526, -0.5497, -0.0999, -0.0100, 0.0169, 1.4804, -0.6947, 0.1398, 0.1876, 0.1649, 0.5437, -0.1820, -0.1114, -0.1715, -1.5160, 0.5028, 0.5917, 0.5638, 0.0232, 0.0426, -0.4533, 0.0481, 0.0493, 0.0867, 0.0970, 0.0997, -0.0031, -0.4321, 0.0596, 0.1252, 0.0052, 0.1113, 0.0747, 1.1899, -0.5508, 0.1867, 0.2610, 0.2371, 0.1381, 0.0950, 0.1426, 0.1335, -1.6330, 0.7572, 0.7621, 0.7507, -0.0131], "orbital_gap_ev": 1.0914, "homo_energy_ev": -15.018, "lumo_ev": -13.927, "spin_multiplicity": 1, "charge": 3}

No. 2
{"formula": "C9H22BrHfO6S", "method": "ωB97M-V/def2-TZVPD", "elements": ["Hf", "Br", "O", "S", "O", "O", "C", "C", "C", "H", "H", "H", "H", "H", "H", "H", "H", "C", "O", "C", "C", "O", "C", "C", "O", "C", "H", "H", "H", "H", "H", "H", "H", "H", "H", "H", "H", "H", "H", "H"], "xyz": [[-0.38519, 1.97529, 0.49177], [-1.61602, 1.40287, -1.09384], [-3.26755, -0.01352, -3.58043], [-3.87900, -1.02440, -2.75202], [-5.20577, -1.65324, -3.06859], [-2.74319, -2.29757, -2.52628], [-1.35075, -1.93789, -2.50947], [-0.52672, -3.04569, -1.85942], [-3.92379, -0.32890, -1.04341], [-1.11648, -1.08441, -1.87326], [-1.03803, -1.70159, -3.52657], [0.52519, -2.76721, -1.79588], [-0.56118, -3.98949, -2.40362], [-0.92861, -3.13517, -0.85017], [-4.63851, 0.49401, -1.05357], [-2.92818, 0.05058, -0.81353], [-4.21875, -1.09251, -0.32368], [2.59788, 0.16542, 4.34834], [2.67871, 1.01433, 3.23961], [1.99051, 2.25010, 3.20625], [2.03646, 2.86933, 1.72645], [1.20276, 2.10787, 0.85684], [1.94860, 0.97210, 0.46011], [1.57650, 0.58673, -1.00888], [0.16305, 0.54369, -0.87848], [-0.30023, -0.80947, -1.06905], [1.66000, -0.38165, 4.44420], [2.87216, 0.67951, 5.26952], [3.35206, -0.62100, 4.31918], [2.49831, 2.94461, 3.87551], [0.96168, 2.09418, 3.53077], [3.07902, 2.88234, 1.40865], [1.85526, 3.94337, 1.68499], [1.89699, 0.11752, 1.13475], [3.01582, 1.13687, 0.31182], [2.02976, -0.38813, -1.18859], [1.96655, 1.38872, -1.63558], [0.14977, -1.52180, -0.37753], [-0.04398, -1.07653, -2.09429], [-1.38513, -0.74927, -0.98262]], "lowdin_charge": [1.5687, 1.0907, -0.2882, 0.7595, -0.2223, -0.1890, -0.3154, -0.0094, -0.1463, -0.1166, 0.1790, 0.0972, 0.1323, 0.1129, 0.0970, -0.1426, 0.0993, -0.0627, -0.2003, -0.1132, -0.0308, -0.3515, -0.0979, -0.0445, -0.6228, -0.2038, 0.0993, 0.1136, 0.1128, 0.1636, 0.1289, 0.1683, 0.1674, 0.1727, 0.1813, 0.1787, 0.1750, 0.1641, 0.1259, 0.0693], "orbital_gap_ev": 4.1035, "homo_energy_ev": -18.755, "e_above_lowest_kj_mol": 1486.0, "lumo_ev": -14.651, "spin_multiplicity": 1, "charge": 3}

No. 3
{"formula": "C9H22CeClI2N2P2", "method": "ωB97M-V/def2-TZVPD", "elements": ["I", "I", "Ce", "P", "C", "C", "H", "H", "H", "H", "H", "H", "C", "H", "H", "H", "P", "C", "C", "H", "H", "H", "C", "H", "H", "H", "H", "H", "H", "Cl", "N", "C", "C", "N", "C", "H", "H", "H", "H"], "xyz": [[0.43982, 0.62295, -3.97304], [-0.63643, 3.58367, -0.94869], [0.04241, 0.83440, -0.72888], [-2.60304, -0.08518, -0.09576], [-3.63984, 0.97938, 0.96075], [-3.25779, 0.26982, -1.75669], [-4.34207, 0.13232, -1.71701], [-4.37476, -1.72481, 0.10134], [-2.78081, -0.40959, -2.46919], [-2.75057, -2.41988, -0.39621], [-3.41452, 2.04175, 0.74822], [-2.96505, 1.28212, -2.06105], [-3.27811, -1.70945, 0.26462], [-4.71433, 0.76236, 0.82183], [-3.01700, -1.94761, 1.31139], [-3.33343, 0.78512, 2.00706], [2.63277, -0.06690, -0.08453], [3.63569, 1.00942, 0.97978], [3.29696, -1.68793, 0.27420], [2.80860, -0.38050, -2.45981], [4.37419, 0.17247, -1.70753], [2.97089, 1.28966, -2.06181], [3.28868, 0.29051, -1.73842], [2.77089, -2.39556, -0.39043], [4.39286, -1.68959, 0.10904], [4.71132, 0.80446, 0.84083], [3.32118, 0.80835, 2.02140], [3.03167, -1.91949, 1.32076], [3.40160, 2.07025, 0.76680], [-0.01757, -1.62548, -1.62959], [-0.02247, 0.67429, 4.26791], [0.02446, -0.70908, 4.28220], [0.03966, -1.09641, 2.97829], [0.00766, 0.06561, 2.15832], [-0.03539, 1.09808, 2.98929], [-0.04334, 1.24699, 5.11999], [0.04406, -1.32798, 5.15797], [0.07262, -2.11684, 2.59582], [-0.07279, 2.10837, 2.67323]], "lowdin_charge": [0.6977, 0.5114, -0.5342, 0.6795, -0.2348, -0.2495, 0.0777, 0.0843, 0.0424, 0.0488, 0.0473, 0.0367, -0.2326, 0.0765, 0.0637, 0.0569, 0.6726, -0.2287, -0.2261, 0.0124, 0.0818, 0.0397, -0.2746, 0.0542, 0.0855, 0.0779, 0.0598, 0.0658, 0.0638, 0.0740, 0.0864, -0.0547, -0.1055, -0.0245, -0.1857, 0.1850, 0.1291, 0.1187, 0.1212], "orbital_gap_ev": [6.6259, 5.4618], "homo_energy_ev": [-15.490, -15.491], "lumo_ev": [-8.864, -10.029], "spin_multiplicity": 2, "charge": 2}

No. 4
{"formula": "C9H22ClNSi", "method": "ωB97M-V/def2-TZVPD", "elements": ["C", "C", "C", "C", "C", "C", "C", "C", "C", "N", "Si", "Cl", "H", "H", "H", "H", "H", "H", "H", "H", "H", "H", "H", "H", "H", "H", "H", "H", "H", "H", "H", "H", "H", "H"], "xyz": [[3.70799, 1.31495, -1.00697], [1.44771, -1.42454, 2.04123], [-3.34522, 0.07749, -0.84561], [-1.18033, 0.30299, -2.12153], [-1.57442, -1.70719, -0.68335], [-1.94650, 0.77088, 2.54047], [2.35021, 0.73023, -0.82436], [2.32001, -0.87427, 0.83412], [-1.86407, -0.19470, -0.83672], [2.05132, 0.42432, 0.49031], [-1.17912, 0.84481, 0.74941], [-1.02642, 2.82132, 0.13746], [4.50532, 0.63969, -0.89871], [3.70287, 2.05055, -1.88749], [3.72889, 1.98279, -0.22977], [1.66772, -2.54189, 2.33677], [1.57363, -0.73244, 2.89105], [0.36046, -1.26966, 1.67471], [-3.49678, 1.07382, -1.18542], [-3.76392, -0.58732, -1.54683], [-3.70867, 0.02500, 0.14972], [-1.83167, -0.05106, -2.94598], [-0.26967, -0.17400, -2.11598], [-1.13277, 1.47535, -2.12556], [-0.50386, -1.69272, -0.72801], [-1.83850, -2.02348, 0.32456], [-1.87664, -2.34498, -1.51882], [-1.21488, 1.00804, 3.28874], [-2.65407, 1.58687, 2.49891], [-2.53952, -0.12550, 2.77259], [1.55606, 1.45627, -1.06841], [2.29514, -0.25832, -1.35830], [3.32619, -1.03968, 1.21782], [2.35347, -1.54357, -0.02005]], "lowdin_charge": [-0.0740, -0.0910, -0.1218, -0.1151, -0.0957, -0.2442, -0.3648, -0.3550, -0.7011, 0.0035, 0.4259, 0.2663, 0.0625, 0.1141, 0.0401, 0.1024, 0.0623, 0.0268, 0.0687, 0.0720, 0.0589, 0.0936, 0.0207, 0.0762, 0.0424, 0.0764, 0.0915, 0.0067, -0.0030, 0.0271, 0.0994, 0.1140, 0.1171, 0.0972], "orbital_gap_ev": [7.0601, 8.8959], "homo_energy_ev": [-6.235, -9.475], "lumo_ev": [0.825, -0.579], "spin_multiplicity": 3}

No. 5
{"formula": "C9H22N2O4P", "method": "ωB97M-V/def2-TZVPD", "elements": ["C", "C", "O", "C", "C", "O", "N", "P", "C", "C", "C", "C", "H", "H", "H", "H", "H", "H", "H", "H", "H", "H", "H", "H", "H", "H", "H", "H", "H", "H", "H", "C", "N", "O", "O", "H", "H", "H"], "xyz": [[3.45741, -1.92101, 0.65483], [3.50726, -0.41447, 0.87360], [2.79279, 0.27994, -0.12566], [1.49673, 0.69439, 0.29708], [0.75810, 1.24229, -0.91306], [-0.36255, 1.99721, -0.58198], [-1.57624, 1.13956, -0.58144], [-1.88664, 0.81149, 1.02045], [-2.78400, 2.29873, 1.76426], [-2.25191, 2.63570, 3.15822], [-3.31376, -0.32503, 0.79870], [-2.86106, -1.66093, 0.19957], [4.13983, -2.22868, -0.13820], [2.44558, -2.22539, 0.39084], [3.75116, -2.44652, 1.56805], [3.09290, -0.17667, 1.86055], [4.54049, -0.05144, 0.87145], [0.94088, -0.14925, 0.72031], [1.55830, 1.47487, 1.06486], [1.45578, 1.89833, -1.45673], [0.46539, 0.41854, -1.57368], [-2.57133, 3.11530, 1.06961], [-3.87478, 2.17903, 1.78843], [-1.21494, 2.97308, 3.09717], [-2.83705, 3.41765, 3.65353], [-2.25193, 1.74971, 3.79908], [-3.69865, -0.49754, 1.81035], [-4.12287, 0.11014, 0.20322], [-2.25560, -1.49303, -0.69035], [-2.26562, -2.21733, 0.92643], [-3.71985, -2.28152, -0.07633], [1.58695, -0.95002, -3.94824], [1.04145, -2.15244, -3.25809], [0.23365, -2.83916, -3.85421], [1.44637, -2.35188, -2.13395], [1.14027, -0.89196, -4.93350], [1.33222, -0.09177, -3.33255], [2.66524, -1.06994, -3.99263]], "lowdin_charge": [-0.0814, -0.2949, -0.1729, -0.2264, -0.2944, -0.3374, -0.3174, 0.7691, -0.4422, -0.2298, -0.4692, -0.2058, 0.0666, 0.0644, 0.0661, 0.1108, 0.1081, 0.0927, 0.1186, 0.1149, 0.0796, 0.0523, 0.0507, 0.0488, 0.0452, 0.0410, 0.0541, 0.0624, 0.0409, 0.0505, 0.0491, 0.0494, -0.4450, 0.0526, 0.0638, 0.0902, 0.0765, 0.0986], "orbital_gap_ev": 5.1584, "homo_energy_ev": -2.316, "lumo_ev": 2.842, "spin_multiplicity": 1, "charge": -1}

No. 6
{"formula": "C9H22N3", "method": "ωB97M-V/def2-TZVPD", "elements": ["C", "C", "C", "C", "C", "C", "C", "C", "C", "N", "N", "N", "H", "H", "H", "H", "H", "H", "H", "H", "H", "H", "H", "H", "H", "H", "H", "H", "H", "H", "H", "H", "H", "H"], "xyz": [[1.25775, -0.86734, 0.98556], [0.07867, -1.83633, 0.94637], [-1.73762, -0.63384, 2.31212], [1.28310, 0.99503, -0.43210], [0.55370, 1.98124, 0.44782], [0.07760, 1.28249, -2.57899], [2.15652, -1.15186, -1.17822], [-2.01291, -1.08563, -0.16016], [1.41578, 1.58464, -1.80172], [1.51348, -0.23474, -0.21557], [-1.64341, 0.88230, 2.27659], [-1.15601, -0.93817, 0.93060], [0.83249, -0.12749, 1.78173], [2.10530, -1.32671, 1.48618], [-0.00155, -2.59166, 0.10110], [0.16328, -2.53629, 1.82936], [-2.83104, -0.94818, 2.41810], [-1.01127, -0.98396, 3.07953], [1.17723, 2.46771, 1.15119], [-0.23410, 1.58190, 1.09875], [-0.03353, 0.22059, -2.68624], [0.20419, 1.73370, -3.62500], [-0.72093, 1.93326, -2.28793], [2.00408, -2.14323, -0.80885], [1.49193, -1.19999, -2.03866], [3.16082, -0.93831, -1.32995], [-2.53014, -0.16664, -0.36505], [-1.29977, -1.07457, -1.03312], [-2.75598, -2.02515, -0.17420], [1.90605, 2.55298, -1.75774], [2.21527, 1.03260, -2.40128], [-1.54155, 1.33988, 3.14873], [-2.38687, 1.15956, 1.75445], [0.18861, 2.70462, -0.39024]], "lowdin_charge": [-0.1690, -0.1394, -0.1466, -0.2079, 0.0207, -0.0433, 0.0487, -0.1383, -0.1748, -0.0623, 0.0068, -0.2551, 0.1554, 0.1428, 0.1339, 0.1345, 0.1382, 0.1198, 0.0925, 0.0401, 0.0563, 0.1152, 0.0686, 0.0916, 0.1065, 0.0980, 0.0701, 0.0796, 0.1338, 0.1286, 0.1277, 0.0723, 0.0297, 0.1254], "smiles": "CC/C(C)=[N+](\\C)CCN(C)CN", "orbital_gap_ev": 8.5771, "homo_energy_ev": -11.794, "e_above_lowest_kj_mol": 146.3, "lumo_ev": -3.217, "spin_multiplicity": 1, "charge": 1}